Entry 1:
DFT (wB97M-V/def2-TZVPD) results for C19H28BCoF4O2 as an isolated structure in a non-equilibrium geometry.

Each line ends with the Löwdin charge.
Element x y z (Å)
1 O -0.11076 0.00813 0.33580  -0.14
2 C 0.90419 -0.51937 -0.57072  -0.14
3 C 0.42054 0.33594 -1.72777  -0.07
4 H 0.75558 -1.59132 -0.72309  0.12
5 H 1.90755 -0.28114 -0.21802  0.10
6 C -0.71010 0.75426 -0.75910  -0.56
7 H 0.11281 -0.23275 -2.60432  0.09
8 H 1.09476 1.15650 -1.97356  0.11
9 C -2.04745 0.16731 -1.14250  -0.03
10 H -1.97383 -0.92304 -1.21362  0.09
11 H -2.35206 0.56725 -2.11695  0.09
12 H -2.81543 0.43090 -0.40849  0.07
13 C -0.80792 2.22510 -0.43663  -0.02
14 H 0.17955 2.66673 -0.28255  0.07
15 H -1.40841 2.38860 0.46752  0.07
16 H -1.29784 2.74448 -1.26876  0.09
17 Co -0.08868 0.22969 3.38266  0.78
18 C 1.14542 1.87106 3.94740  -0.21
19 C 2.12260 0.80153 3.80788  -0.17
20 C 2.47154 0.70038 2.43340  -0.15
21 H 2.60064 0.25637 4.61973  0.10
22 C 1.73188 1.66481 1.71002  -0.18
23 C 0.86250 2.34045 2.60483  -0.17
24 H 0.21601 3.18986 2.36215  0.09
25 H 0.83306 2.35231 4.87090  0.11
26 H 3.25178 0.04965 2.04139  0.08
27 H 1.94083 1.95865 0.68314  0.08
28 C -2.05281 -0.71785 4.29978  -0.17
29 C -2.18728 0.59283 3.68543  -0.21
30 C -2.28740 0.37412 2.26320  -0.19
31 H -2.37949 1.53115 4.20397  0.10
32 C -2.18620 -1.02511 2.01744  -0.16
33 C -2.00474 -1.69410 3.26002  -0.14
34 H -1.90001 -2.76053 3.41661  0.08
35 H -2.07571 -0.91263 5.35984  0.09
36 H -2.59322 1.13789 1.55386  0.07
37 H -2.34513 -1.52403 1.06648  0.08
38 O 0.72083 -1.54863 -4.75197  -0.16
39 C 0.20613 -0.51738 -5.62536  -0.21
40 C 0.42305 -0.93397 -7.08947  -0.17
41 H 0.74936 0.42448 -5.41936  0.12
42 H -0.85371 -0.34226 -5.37642  0.12
43 C 1.58912 -1.93276 -6.99095  -0.17
44 H 0.63088 -0.08316 -7.73406  0.11
45 H -0.46889 -1.45355 -7.45420  0.11
46 C 1.39173 -2.53070 -5.58958  -0.19
47 H 2.53669 -1.38574 -7.02840  0.11
48 H 1.58135 -2.68212 -7.77858  0.10
49 H 2.33388 -2.82898 -5.10696  0.12
50 H 0.75995 -3.43526 -5.67357  0.12
51 F 0.34665 -0.66405 5.12596  -0.11
52 B 0.30102 -0.18420 6.64593  -1.10
53 F 0.01258 -1.35298 7.32349  0.14
54 F 1.54710 0.37246 6.88228  0.13
55 F -0.73451 0.76468 6.69385  0.11

Results
- energy relative to the best compared isomer or geometry (same formula, charge and spin) (kcal per mole) = 0.0
- HOMO level (alpha / beta) (eV) = -3.9 / -4.3
- E_LUMO (alpha / beta) (eV) = 2.18 / 2.18
- 2S+1 = 4
- total charge = -1
- expectation value of S² = 3.768
- Kohn-Sham gap (alpha / beta) (eV) = 6.08 / 6.51

***

Entry 2:
DFT (wB97M-V/def2-TZVPD) results for C30H31BrCrN4O7PS2 as an isolated structure.

Each line ends with the Löwdin charge.
Element x y z (Å)
1 Cr 1.33275 0.45899 -0.88379  0.41
2 C 0.40211 -0.38109 -4.97018  0.00
3 C 0.94114 -0.55348 -3.59095  -0.26
4 N 0.71490 0.51050 -2.73074  -0.06
5 C -0.36572 1.31465 -2.96991  -0.17
6 C -0.99564 1.43295 -4.19274  -0.14
7 C -0.49946 0.56752 -5.24370  -0.01
8 C -2.07430 2.34683 -4.33612  -0.02
9 C -2.54765 3.07075 -3.28310  -0.03
10 C -1.97015 2.89361 -1.98965  -0.14
11 C -2.44483 3.49492 -0.80115  0.01
12 C -1.87381 3.18406 0.40106  -0.02
13 C -0.79961 2.27170 0.44064  -0.11
14 N -0.31489 1.73148 -0.64874  0.04
15 C -0.88757 2.02242 -1.85209  -0.14
16 H 0.75388 -1.05347 -5.73792  0.11
17 H 1.99014 -0.85792 -3.58235  0.12
18 H -0.88771 0.67808 -6.24719  0.12
19 H -2.53664 2.45123 -5.30880  0.11
20 H -3.37785 3.74904 -3.40667  0.11
21 H -3.27806 4.18427 -0.85042  0.12
22 H -2.23809 3.61230 1.32312  0.11
23 H -0.33580 1.96657 1.36970  0.10
24 O 2.03863 0.52053 0.94236  -0.54
25 S 2.94238 -0.75611 1.03256  0.20
26 O 4.17902 -0.44736 1.69423  -0.35
27 O 2.16966 -1.85142 1.56337  -0.36
28 S 3.19122 -0.96461 -1.01139  0.48
29 O 0.29060 -1.88483 -3.05684  0.08
30 C 0.11545 -2.08753 -1.78709  -0.43
31 O 0.11993 -1.23854 -0.88835  -0.03
32 C -0.14581 -3.50728 -1.41632  -0.09
33 C 0.09400 -3.87320 -0.09406  0.02
34 C -0.13792 -5.18144 0.30547  0.03
35 C -0.60368 -6.07086 -0.64226  -0.13
36 C -0.82832 -5.74020 -1.96563  0.02
37 C -0.58098 -4.43547 -2.35646  0.02
38 N -0.86897 -7.47247 -0.22037  -0.35
39 O -0.73729 -7.73192 0.95441  0.09
40 O -1.29766 -8.23043 -1.06220  0.08
41 H 0.50922 -3.14898 0.59523  0.09
42 H 0.04711 -5.50797 1.31770  0.13
43 H -1.18355 -6.48766 -2.65863  0.12
44 H -0.73894 -4.13512 -3.38167  0.12
45 Br -1.43511 -3.35151 5.80585  0.76
46 C -1.14636 -2.13299 4.39648  -0.69
47 C -1.47817 -2.48198 3.10035  -0.10
48 C -1.23791 -1.54972 2.10335  -0.14
49 N -0.71456 -0.35011 2.32214  0.08
50 C -0.40676 -0.04112 3.57419  -0.13
51 C -0.59788 -0.89116 4.65405  -0.10
52 H -1.90191 -3.44738 2.86611  0.10
53 H -1.46676 -1.78779 1.07338  0.10
54 H 0.04952 0.92753 3.73409  0.11
55 H -0.31565 -0.59542 5.65270  0.10
56 C 2.74562 5.17999 -0.22950  -0.14
57 C 1.95059 3.87905 -0.28885  -0.37
58 P 2.72749 2.45673 -1.14225  0.95
59 C 4.42443 2.52073 -0.47385  -0.36
60 C 5.46899 1.48537 -0.88900  -0.15
61 C 2.81598 3.01605 -2.87650  -0.36
62 C 3.61767 2.08624 -3.78146  -0.13
63 H 2.13014 5.96942 0.20257  0.07
64 H 3.05817 5.51895 -1.21740  0.06
65 H 3.63487 5.08688 0.39022  0.07
66 H 0.99019 4.04739 -0.78715  0.08
67 H 1.71740 3.52940 0.72108  0.08
68 H 4.29475 2.50492 0.61401  0.10
69 H 4.76670 3.53078 -0.73070  0.08
70 H 5.44059 0.62458 -0.22525  0.04
71 H 6.45588 1.94101 -0.83135  0.07
72 H 5.32413 1.11568 -1.90216  0.04
73 H 3.22364 4.03083 -2.90469  0.08
74 H 1.78051 3.07611 -3.22287  0.08
75 H 4.68785 2.25745 -3.68087  0.07
76 H 3.35117 2.24313 -4.82569  0.08
77 H 3.43579 1.03869 -3.54321  0.05

Results
- energy relative to the best compared isomer or geometry (same formula, charge and spin) (kcal per mole) = 13.5
- HOMO level (alpha / beta) (eV) = -8.1 / -8.2
- E_LUMO (alpha / beta) (eV) = -0.76 / -0.77
- 2S+1 = 2
- total charge = 0
- expectation value of S² = 0.758
- Kohn-Sham gap (alpha / beta) (eV) = 7.36 / 7.42

***

Entry 3:
DFT (wB97M-V/def2-TZVPD) results for a 14-piece molecular cluster, C46H56Cl10F11N4O7S2 overall in a non-equilibrium geometry.

Each line ends with the Löwdin charge.
Element x y z (Å)
1 C 2.22655 1.46840 2.50676  -0.66
2 F 2.15136 0.65720 3.54479  0.14
3 F 2.75478 2.66807 2.88695  0.10
4 F 2.94270 0.88078 1.58796  0.15
5 S 0.43080 1.80420 1.82943  0.67
6 O -0.33405 1.92593 3.00912  -0.29
7 O 0.54420 2.97528 0.99493  -0.30
8 N 0.06417 0.38452 0.90073  -0.31
9 S -1.35173 0.12648 1.09476  0.50
10 O -1.57039 -0.87900 2.17135  -0.35
11 O -2.27428 1.27121 1.20082  -0.34
12 C -1.76217 -0.69593 -0.56327  -0.70
13 F -1.17359 -0.02396 -1.59732  0.09
14 F -1.36588 -1.97282 -0.53644  0.12
15 F -3.01799 -0.53763 -0.64582  0.18
16 C -0.33487 -12.37206 -8.67218  -0.01
17 C -0.30519 -11.51444 -7.42147  -0.61
18 O 0.75870 -11.19415 -6.91958  0.05
19 N -1.44994 -11.02645 -7.06502  0.01
20 C -1.58670 -10.32485 -5.82383  -0.08
21 H -0.82955 -11.82795 -9.47675  0.08
22 H -0.87144 -13.30424 -8.49545  0.08
23 H 0.66869 -12.39528 -9.09695  0.08
24 H -2.26784 -11.42306 -7.50530  0.14
25 H -2.63299 -10.12863 -5.58957  0.08
26 H -1.24332 -9.29091 -5.85820  0.09
27 H -1.16836 -10.81399 -4.94415  0.09
28 C 10.96885 4.60225 7.15690  -0.01
29 C 12.22898 3.94475 7.71679  -0.51
30 O 13.33734 4.05485 7.07399  -0.03
31 N 12.09807 3.30954 8.87098  -0.02
32 C 13.12194 2.52371 9.50879  -0.06
33 H 11.31499 5.51479 6.67156  0.08
34 H 10.17429 4.73439 7.89128  0.07
35 H 10.55480 4.06463 6.30390  0.08
36 H 11.14254 3.15346 9.15856  0.13
37 H 12.59059 1.74344 10.05372  0.09
38 H 13.70481 3.10349 10.22447  0.09
39 H 13.71103 2.17520 8.66049  0.09
40 C -5.84789 0.13131 -9.15605  -0.01
41 C -5.89330 -1.41540 -9.15321  -0.55
42 O -6.63839 -1.94751 -9.96996  0.02
43 N -5.23883 -2.07607 -8.18359  0.00
44 C -5.28327 -3.53578 -7.92629  -0.06
45 H -6.16004 0.52226 -10.12447  0.08
46 H -4.84652 0.42416 -8.84047  0.07
47 H -6.46139 0.59337 -8.38260  0.08
48 H -4.76823 -1.62295 -7.41333  0.13
49 H -4.98119 -3.84733 -6.92640  0.08
50 H -4.61449 -3.95509 -8.67797  0.08
51 H -6.25571 -3.92364 -8.22968  0.08
52 C 3.36271 -4.46008 0.69326  -0.94
53 Cl 2.32159 -5.90314 0.72005  0.48
54 Cl 5.11679 -4.99762 0.63807  0.41
55 H 3.22690 -4.03178 -0.29983  0.02
56 H 3.21852 -3.84059 1.57844  0.03
57 C -5.82501 3.55132 7.32764  -1.03
58 Cl -7.39054 2.84070 7.40283  0.53
59 Cl -5.51266 4.48817 8.84727  0.44
60 H -5.03685 2.80583 7.22208  0.03
61 H -5.80911 4.28099 6.51806  0.03
62 C 0.59991 -4.80998 7.31231  -1.09
63 Cl -0.03637 -6.30211 7.89655  0.52
64 Cl 2.26828 -4.63200 7.77593  0.51
65 H 0.46001 -4.80984 6.23132  0.04
66 H 0.13014 -4.03508 7.91810  0.02
67 C 3.23950 1.34622 -6.49733  -0.98
68 Cl 4.48415 2.57086 -6.92487  0.45
69 Cl 2.34969 1.09003 -8.00056  0.47
70 H 3.75730 0.43079 -6.21102  0.03
71 H 2.50392 1.78797 -5.82511  0.03
72 C -1.84184 7.41720 -3.23885  -1.03
73 Cl -2.48656 6.26250 -4.49423  0.45
74 Cl -2.48470 9.00068 -3.45034  0.53
75 H -1.96446 6.98103 -2.24748  0.04
76 H -0.76996 7.50793 -3.41476  0.02
77 F -10.33765 -9.79854 -4.27287  0.04
78 C -9.65473 -9.93086 -3.08235  -0.26
79 C -9.80094 -10.95985 -2.20495  -0.04
80 C -9.07040 -11.05021 -1.03024  -0.09
81 C -8.11043 -10.10215 -0.72362  -0.08
82 C -8.07956 -8.93732 -1.52236  -0.07
83 C -8.87595 -8.86310 -2.66312  -0.03
84 H -10.43843 -11.80935 -2.40079  0.11
85 H -9.17153 -11.93626 -0.42107  0.10
86 H -7.54071 -10.21625 0.18676  0.10
87 H -7.52500 -8.05289 -1.24551  0.10
88 H -8.76268 -8.01445 -3.32142  0.11
89 F 5.02615 12.68382 -2.27629  0.04
90 C 5.40391 11.78203 -1.32946  -0.27
91 C 4.45023 11.24458 -0.49062  -0.03
92 C 4.85804 10.46793 0.57328  -0.10
93 C 6.16748 9.98012 0.60379  -0.06
94 C 7.16579 10.60761 -0.24763  -0.07
95 C 6.75147 11.45930 -1.21764  -0.05
96 H 3.40389 11.49034 -0.59632  0.12
97 H 4.11793 10.02817 1.22541  0.10
98 H 6.28360 9.12377 1.25154  0.09
99 H 8.19090 10.27554 -0.32024  0.10
100 H 7.51160 11.87741 -1.86091  0.12
101 F -11.64862 -6.77723 2.98520  0.05
102 C -10.93469 -5.65039 2.76936  -0.29
103 C -9.81065 -5.40815 3.55546  -0.02
104 C -9.15638 -4.16873 3.44932  -0.06
105 C -9.56348 -3.24376 2.46672  -0.10
106 C -10.61718 -3.52951 1.67603  -0.10
107 C -11.36193 -4.71755 1.82517  -0.01
108 H -9.69232 -6.09721 4.37862  0.11
109 H -8.28879 -4.04890 4.08123  0.10
110 H -8.96119 -2.34785 2.43512  0.11
111 H -10.86998 -2.87439 0.85547  0.10
112 H -12.28735 -4.95870 1.32333  0.11
113 F 12.89356 2.39632 -2.76942  0.10
114 C 12.52047 1.48883 -1.90977  -0.29
115 C 11.73966 0.35050 -2.27385  -0.02
116 C 10.96540 -0.20994 -1.29270  -0.09
117 C 11.21787 -0.00594 0.07417  -0.10
118 C 12.22022 0.83928 0.47653  -0.09
119 C 12.76022 1.67094 -0.51552  -0.02
120 H 11.58944 0.16466 -3.32708  0.11
121 H 10.28666 -0.98677 -1.61246  0.10
122 H 10.67201 -0.54075 0.83734  0.10
123 H 12.45584 1.06522 1.50601  0.10
124 H 13.44101 2.47987 -0.29520  0.10
125 F -5.18056 12.17396 3.25048  0.11
126 C -4.44541 11.22193 3.70645  -0.32
127 C -4.40342 9.93439 3.13586  -0.03
128 C -3.60774 8.96592 3.64702  -0.11
129 C -2.92167 9.14754 4.82465  -0.09
130 C -3.01920 10.40414 5.48409  -0.07
131 C -3.76011 11.47234 4.91333  -0.01
132 H -4.98291 9.76492 2.24038  0.11
133 H -3.56850 8.05648 3.06584  0.11
134 H -2.28296 8.41677 5.29839  0.10
135 H -2.37196 10.56946 6.33270  0.09
136 H -3.83001 12.38465 5.48710  0.10

Results
- HOMO level (eV) = -6.5
- E_LUMO (eV) = 1.57
- 2S+1 = 1
- total charge = -1
- Kohn-Sham gap (eV) = 8.07

***

Entry 4:
DFT (wB97M-V/def2-TZVPD) results for C20H26CrGeIN2O3 as an isolated structure.

Each line ends with the Löwdin charge.
Element x y z (Å)
1 Cr 1.05100 -0.51562 -1.36184  0.48
2 C -3.23860 -1.83665 -2.22478  -0.01
3 C -2.84381 -1.92803 -0.78489  -0.25
4 N -3.67757 -2.45946 0.06773  0.12
5 C -3.30439 -2.60119 1.35980  -0.10
6 C -2.07412 -2.24666 1.83884  -0.16
7 C -1.76651 -2.46764 3.29503  -0.21
8 O -0.68355 -3.36930 3.51059  -0.06
9 C -1.13556 -1.67770 0.93232  -0.07
10 C 0.15495 -1.27509 1.44275  -0.03
11 N 1.13282 -0.74581 0.77769  0.02
12 C 2.24454 -0.26701 1.53933  -0.31
13 C 2.09776 0.22553 2.83630  -0.02
14 C 3.18724 0.68031 3.55884  -0.06
15 C 4.45404 0.67675 2.99527  -0.08
16 C 4.61633 0.24239 1.68969  -0.14
17 C 3.51817 -0.20939 0.97342  -0.59
18 I 3.81056 -0.76221 -1.00813  1.25
19 C -1.53108 -1.47281 -0.39759  -0.26
20 O -0.79543 -0.93627 -1.32023  -0.16
21 H -4.28963 -2.09701 -2.32412  0.08
22 H -2.63779 -2.52730 -2.82026  0.09
23 H -3.05604 -0.84292 -2.62810  0.07
24 H -4.04656 -3.03072 2.02222  0.11
25 H -2.67286 -2.81931 3.79705  0.12
26 H -1.46877 -1.53824 3.78675  0.12
27 H -0.88739 -4.19152 3.05180  0.10
28 H 0.29319 -1.45798 2.50305  0.11
29 H 1.11520 0.29488 3.27970  0.11
30 H 3.03651 1.05793 4.56060  0.11
31 H 5.30711 1.03474 3.55418  0.11
32 H 5.59117 0.26465 1.22368  0.09
33 C 1.36441 -0.48729 -4.73488  -0.05
34 C 1.24457 -0.89821 -3.30291  -0.47
35 O 1.30367 -2.08141 -2.96477  -0.08
36 H 0.88932 -1.22107 -5.38780  0.08
37 H 2.42923 -0.45956 -4.98336  0.09
38 H 0.94961 0.50421 -4.89964  0.07
39 C -1.92684 2.13231 -2.16703  -0.21
40 Ge -0.48962 2.53130 -0.90000  0.74
41 C -0.11912 4.45251 -1.04000  -0.23
42 C -1.14523 2.16665 0.91373  -0.20
43 C 1.14355 1.52668 -1.19971  -0.40
44 H -2.58665 2.99516 -2.26478  0.02
45 H -2.51243 1.28526 -1.82071  0.00
46 H -1.52934 1.88839 -3.15290  0.02
47 H -0.99709 5.03917 -0.76954  0.01
48 H 0.15465 4.70250 -2.06588  0.01
49 H 0.70610 4.74341 -0.38990  0.01
50 H -1.91602 2.88178 1.20197  0.02
51 H -0.32852 2.23639 1.63553  0.01
52 H -1.57474 1.16695 0.97182  0.00
53 H 1.78100 1.75271 -0.33219  -0.01
54 H 1.65856 1.94086 -2.07377  -0.01

Results
- HOMO level (alpha / beta) (eV) = -7.7 / -8.1
- E_LUMO (alpha / beta) (eV) = -0.61 / -0.72
- 2S+1 = 4
- total charge = 0
- expectation value of S² = 3.817
- Kohn-Sham gap (alpha / beta) (eV) = 7.10 / 7.41